(1)
{
  "formula": "C23H64O18P6",
  "method": "wB97M-V/def2-TZVPD",
  "multiplicity": 1,
  "lumo_energy_ev": 0.638,
  "smiles": "CCOCCCCC[PH2](OCC)P(C)C.COP(=O)(OC)OC.COP(=O)(OC)OC.COP(=O)(OC)OC.COP(=O)(OC)OC",
  "elements": ["C", "C", "O", "C", "C", "C", "C", "C", "P", "O", "C", "C", "P", "C", "C", "H", "H", "H", "H", "H", "H", "H", "H", "H", "H", "H", "H", "H", "H", "H", "H", "H", "H", "H", "H", "H", "H", "H", "H", "H", "H", "H", "H", "C", "O", "P", "O", "O", "C", "O", "C", "H", "H", "H", "H", "H", "H", "H", "H", "H", "C", "O", "P", "O", "O", "C", "O", "C", "H", "H", "H", "H", "H", "H", "H", "H", "H", "C", "O", "P", "O", "O", "C", "O", "C", "H", "H", "H", "H", "H", "H", "H", "H", "H", "C", "O", "P", "O", "O", "C", "O", "C", "H", "H", "H", "H", "H", "H", "H", "H", "H"],
  "xyz": [[-1.66848, -3.18212, -2.40394], [-1.10792, -3.89390, -3.64544], [0.27378, -3.63761, -3.85473], [1.10033, -4.52548, -3.10295], [2.24083, -3.71924, -2.44511], [3.03841, -3.02199, -3.55713], [4.27068, -2.20978, -3.08308], [4.05782, -1.33666, -1.80445], [4.01940, 0.49051, -2.23409], [5.60974, 0.79124, -1.57266], [5.59087, 1.07401, -0.18370], [5.58321, 2.59084, 0.12392], [1.89865, 0.32643, -2.98970], [0.99360, 1.82219, -2.33181], [1.91072, 0.44705, -4.85647], [-0.99865, -3.25108, -1.53802], [-2.62691, -3.66687, -2.16086], [-1.85980, -2.11660, -2.58033], [-1.26094, -4.98348, -3.58638], [-1.63510, -3.50383, -4.52773], [1.51808, -5.30547, -3.76154], [0.48615, -4.99587, -2.31897], [1.73273, -2.94990, -1.84526], [2.84780, -4.36994, -1.80392], [2.39697, -2.38482, -4.17082], [3.42556, -3.81287, -4.22456], [4.53394, -1.52427, -3.90656], [5.15557, -2.84660, -2.96106], [4.93761, -1.45331, -1.16236], [3.12413, -1.53491, -1.27500], [4.47086, 0.94825, -3.50365], [3.49088, 1.41575, -1.27305], [6.50789, 0.64714, 0.25027], [4.75519, 0.57604, 0.33796], [6.31362, 2.82222, 0.91099], [4.58950, 2.94183, 0.42916], [5.90165, 3.15998, -0.75871], [0.37808, 1.47403, -1.49517], [1.69412, 2.58670, -1.96488], [0.32222, 2.27910, -3.06718], [1.24073, 1.24369, -5.20128], [2.94005, 0.63279, -5.20377], [1.54420, -0.49407, -5.28197], [-0.32010, 6.98858, 1.00210], [0.04486, 7.52035, -0.27888], [0.51859, 6.51228, -1.42790], [0.28962, 5.09294, -1.13079], [2.02104, 6.92108, -1.72280], [2.95091, 6.84484, -0.64407], [-0.19029, 7.07587, -2.72715], [-1.60871, 7.23283, -2.69267], [0.57316, 6.80959, 1.60072], [-0.94324, 7.72526, 1.50552], [-0.88700, 6.06445, 0.89993], [2.79216, 5.94418, -0.04742], [2.85333, 7.73009, -0.01328], [3.95236, 6.81870, -1.06589], [-1.85444, 8.23266, -2.33396], [-2.07842, 6.48712, -2.04879], [-1.98588, 7.11333, -3.70548], [0.45934, -8.80630, 2.64369], [1.52325, -7.93373, 2.24499], [1.16330, -6.58874, 1.45473], [-0.26689, -6.25496, 1.43385], [1.85006, -6.76052, 0.03709], [1.45162, -7.87283, -0.76187], [2.12232, -5.50946, 2.10278], [2.06653, -5.33535, 3.51941], [0.16020, -9.44018, 1.80845], [0.83090, -9.43267, 3.45224], [-0.40024, -8.24238, 3.00270], [0.37229, -8.02976, -0.70815], [1.97374, -8.77279, -0.43267], [1.72691, -7.66205, -1.79239], [2.78279, -6.00522, 3.99556], [1.06591, -5.53284, 3.90787], [2.33571, -4.30606, 3.74316], [-6.05786, -4.61171, -2.35671], [-6.28817, -5.85833, -1.69124], [-7.05118, -5.85260, -0.28332], [-7.67223, -4.57025, 0.07026], [-5.98835, -6.41586, 0.74687], [-4.75949, -5.70065, 0.89233], [-8.02894, -7.09448, -0.38936], [-8.93041, -7.13586, -1.49516], [-5.17979, -4.12256, -1.93381], [-5.87644, -4.82285, -3.40902], [-6.92115, -3.95250, -2.27858], [-4.92806, -4.62203, 0.89869], [-4.08186, -5.96623, 0.07951], [-4.30919, -5.99459, 1.83638], [-8.45813, -7.65552, -2.32928], [-9.22571, -6.13297, -1.80865], [-9.81687, -7.68516, -1.18729], [-1.70635, 8.96974, 8.06936], [-1.33997, 9.47121, 6.77830], [-0.87234, 8.43367, 5.65243], [-1.10629, 7.02230, 5.98038], [0.63153, 8.82802, 5.34637], [1.56240, 8.77733, 6.42618], [-1.58594, 8.96613, 4.34192], [-3.00430, 9.13274, 4.38021], [-0.81451, 8.79848, 8.67274], [-2.32564, 9.72263, 8.55289], [-2.27653, 8.04572, 7.98669], [1.40073, 7.89380, 7.04678], [1.46906, 9.67988, 7.03247], [2.56316, 8.73601, 6.00440], [-3.24181, 10.14333, 4.71273], [-3.47437, 8.40761, 5.04666], [-3.38847, 8.98811, 3.37326]],
  "forces_ev_per_a": [[-0.17, -0.25, -0.07], [-0.01, 0.47, -0.03], [-0.01, -0.35, 0.10], [0.26, 0.34, 0.59], [-0.93, 0.37, -0.88], [0.93, -0.43, 0.24], [-0.50, 0.58, -0.29], [0.71, 0.62, -0.36], [0.05, 0.06, 0.41], [-0.62, 0.28, -0.11], [0.77, 0.20, 0.27], [0.07, -0.08, -0.08], [-1.33, -0.68, -0.21], [0.47, -0.04, -0.06], [0.17, 0.22, 0.36], [-0.14, -0.18, -0.18], [0.21, 0.23, 0.14], [0.15, -0.25, -0.10], [-0.14, 0.25, -0.02], [0.15, -0.27, 0.12], [-0.18, 0.10, 0.06], [0.27, -0.08, -0.13], [0.25, -0.25, 0.10], [-0.01, 0.15, -0.13], [-0.14, -0.16, 0.31], [-0.14, 0.26, 0.04], [0.05, -0.34, 0.09], [-0.32, 0.02, 0.21], [-0.41, -0.05, 0.09], [0.25, -0.18, -0.07], [0.37, -0.28, 0.25], [0.04, -0.30, -0.08], [-0.22, -0.02, -0.20], [0.07, 0.08, -0.19], [-0.34, -0.05, -0.02], [0.24, 0.01, -0.07], [-0.14, -0.24, 0.11], [0.17, 0.20, -0.13], [-0.30, -0.01, -0.06], [0.23, -0.12, 0.04], [0.27, -0.06, 0.05], [-0.32, 0.03, -0.14], [0.19, 0.16, 0.10], [-0.17, -0.01, 0.30], [-0.03, -0.31, -0.13], [0.01, -0.02, -0.14], [-0.02, 0.33, 0.16], [-0.33, 0.03, -0.31], [0.12, 0.00, 0.24], [0.45, 0.01, 0.16], [-0.27, 0.06, 0.03], [-0.03, -0.03, 0.00], [0.11, 0.11, -0.09], [0.13, -0.04, -0.07], [0.00, -0.01, -0.04], [-0.02, -0.04, 0.01], [-0.07, -0.02, -0.09], [0.02, -0.04, 0.03], [0.02, -0.02, -0.03], [0.11, -0.04, -0.01], [-0.14, -0.21, 0.18], [-0.24, 0.23, -0.07], [0.05, 0.24, -0.03], [0.23, -0.31, 0.10], [0.13, 0.30, 0.27], [-0.11, -0.23, -0.12], [-0.02, -0.26, -0.42], [0.01, 0.01, 0.29], [-0.03, 0.03, 0.01], [0.13, 0.04, -0.07], [0.02, 0.04, -0.12], [0.01, 0.03, -0.01], [-0.02, 0.03, 0.04], [0.02, 0.11, 0.05], [-0.04, -0.02, -0.03], [0.00, 0.04, -0.03], [-0.02, 0.00, -0.12], [0.07, 0.19, -0.24], [-0.24, 0.15, 0.13], [-0.06, -0.08, 0.24], [0.23, -0.17, -0.31], [-0.41, -0.19, -0.13], [0.24, 0.15, -0.05], [0.40, 0.07, 0.20], [-0.14, -0.02, -0.23], [-0.05, 0.05, 0.00], [0.04, -0.15, 0.06], [0.03, -0.03, 0.15], [-0.03, -0.02, 0.02], [-0.02, 0.03, 0.01], [-0.09, -0.05, 0.00], [0.01, 0.05, 0.01], [-0.01, -0.01, 0.04], [0.05, 0.02, 0.10], [-0.16, 0.00, 0.27], [-0.02, -0.31, -0.11], [0.00, -0.10, -0.17], [-0.03, 0.38, 0.18], [-0.35, 0.05, -0.33], [0.12, 0.01, 0.25], [0.48, 0.03, 0.14], [-0.27, 0.07, 0.04], [-0.02, -0.03, -0.01], [0.08, 0.08, -0.10], [0.11, -0.03, -0.06], [0.00, -0.01, -0.04], [-0.02, -0.03, 0.01], [-0.07, -0.01, -0.09], [0.02, -0.04, 0.03], [0.02, -0.02, -0.04], [0.11, -0.04, -0.01]],
  "mulliken_charge": [-0.483, -0.460, -0.390, -0.686, -0.079, -0.355, -0.782, -0.810, 0.203, -0.631, -0.387, -1.143, 0.453, -1.090, -1.118, 0.238, -0.075, 0.312, 0.332, 0.365, 0.316, 0.410, 0.057, 0.316, -0.127, 0.318, 0.367, 0.426, 0.467, 0.504, -0.040, -0.023, 0.410, 0.367, 0.382, 0.259, 0.281, 0.293, 0.253, 0.388, 0.421, 0.281, 0.258, -0.541, -0.342, 1.005, -0.500, -0.374, -0.645, -0.380, -0.641, 0.274, 0.166, 0.353, 0.302, 0.247, 0.257, 0.248, 0.312, 0.254, -0.662, -0.324, 1.082, -0.588, -0.248, -0.786, -0.335, -0.663, 0.276, 0.256, 0.320, 0.374, 0.263, 0.237, 0.251, 0.307, 0.261, -0.553, -0.275, 1.027, -0.657, -0.363, -0.622, -0.374, -0.612, 0.153, 0.271, 0.337, 0.335, 0.244, 0.257, 0.238, 0.316, 0.257, -0.673, -0.306, 1.025, -0.664, -0.318, -0.681, -0.269, -0.669, 0.282, 0.251, 0.339, 0.351, 0.257, 0.235, 0.253, 0.348, 0.248]
}

---

(2)
{
  "formula": "C3H4NO4S",
  "method": "wB97M-V/def2-TZVPD",
  "multiplicity": 1,
  "e_above_lowest_kj_mol": 294.5,
  "charge": -1,
  "lumo_energy_ev": [3.583, 3.583],
  "elements": ["C", "C", "C", "N", "O", "O", "O", "O", "S", "H", "H", "H", "H"],
  "xyz": [[1.28839, 0.55639, 0.30634], [1.97479, 1.88407, 0.09611], [-1.14447, 0.60068, 0.11814], [0.19437, -0.04972, 0.19704], [3.21217, 1.72658, -0.21923], [1.29311, 2.88038, 0.08513], [3.39162, -1.84363, 1.00118], [3.90122, -0.77358, -1.28766], [3.55191, -0.35426, 0.06480], [-1.30849, 1.03317, 1.14817], [-1.26149, 1.51513, -0.47709], [-1.89570, -0.17706, -0.09609], [2.87860, -1.33308, 1.59600]],
  "forces_ev_per_a": [[0.65, -3.15, -0.80], [1.59, -0.41, -1.46], [0.28, 0.52, 1.79], [1.19, 1.53, 0.07], [-1.62, 1.06, 0.20], [-1.01, 1.62, 0.51], [0.49, -0.25, -1.75], [-0.52, -0.22, -0.23], [-0.42, 0.10, 1.09], [-0.20, -0.76, -0.78], [0.46, -0.51, -0.54], [0.33, 0.52, -0.01], [-1.21, -0.06, 1.91]],
  "mulliken_charge": [0.115, 0.752, -0.732, -0.468, -0.603, -0.631, -0.539, -0.524, 0.521, 0.248, 0.276, 0.274, 0.309]
}

---

(3)
{
  "formula": "C19H19N",
  "method": "wB97M-V/def2-TZVPD",
  "multiplicity": 1,
  "e_above_lowest_kj_mol": 25.5,
  "lumo_energy_ev": 0.862,
  "smiles": "CN1CCc2ccc3c4c2[C@@]1(C)Cc1cccc(c1-4)C3",
  "elements": ["C", "N", "C", "C", "C", "C", "C", "C", "C", "C", "C", "C", "C", "C", "C", "C", "C", "C", "C", "C", "H", "H", "H", "H", "H", "H", "H", "H", "H", "H", "H", "H", "H", "H", "H", "H", "H", "H", "H"],
  "xyz": [[-0.98672, -3.42947, -1.07646], [-1.27985, -1.98666, -1.03982], [-2.71790, -1.57321, -0.83769], [-2.88985, -0.14863, -1.40119], [-2.00494, 0.81448, -0.64160], [-2.35816, 2.15595, -0.38884], [-1.48830, 2.99375, 0.33045], [-0.25297, 2.50760, 0.81337], [0.05214, 1.25145, 0.44780], [-0.72650, 0.33826, -0.27169], [-0.16073, -1.05058, -0.71239], [0.56447, -0.81592, -2.06079], [0.94836, -1.55815, 0.30159], [1.82437, -0.42645, 0.86913], [3.05704, -0.62295, 1.48077], [3.77425, 0.47123, 2.06824], [3.22111, 1.72203, 2.09237], [1.92309, 1.95173, 1.55857], [1.32460, 0.86677, 0.94560], [0.89896, 3.12082, 1.57712], [-1.69097, -3.96757, -1.68311], [0.00554, -3.60109, -1.43166], [-1.10088, -3.79108, -0.03655], [-3.43818, -2.27328, -1.30812], [-2.94663, -1.55650, 0.22905], [-3.90970, 0.19698, -1.32173], [-2.64885, -0.10309, -2.46597], [-3.27736, 2.52748, -0.82822], [-1.74222, 4.04415, 0.55377], [1.00207, -1.70591, -2.44589], [1.31518, -0.03054, -1.93893], [-0.14183, -0.44687, -2.83664], [0.41935, -1.99108, 1.20638], [1.53443, -2.37936, -0.14803], [3.46244, -1.64076, 1.54549], [4.72071, 0.23841, 2.52076], [3.70967, 2.50980, 2.64542], [1.34851, 3.99481, 1.07949], [0.65626, 3.39348, 2.60991]],
  "forces_ev_per_a": [[-0.84, 1.57, 1.87], [-0.84, -0.11, -0.38], [1.55, 0.24, -0.21], [0.11, 0.11, 0.36], [1.05, -0.60, -0.41], [1.00, -0.22, 0.35], [0.13, 0.69, 0.50], [-1.84, 1.75, -0.66], [-0.07, -3.14, -0.80], [-1.24, 0.45, -0.02], [-0.27, 0.47, -0.64], [-0.76, 1.64, -0.05], [-1.30, 0.05, 1.09], [0.54, -0.47, 0.10], [0.43, 0.25, 0.16], [-1.05, -1.88, -0.90], [-1.34, 1.43, 0.36], [0.84, -0.64, 0.55], [0.60, -0.08, -0.08], [1.23, -0.32, -0.14], [-0.36, -0.08, -0.47], [0.66, -0.17, -0.22], [0.35, -0.56, -0.33], [0.81, 0.17, 0.00], [-0.25, 0.04, 0.25], [-0.52, -0.08, 0.13], [0.12, -0.27, -0.02], [-0.04, 0.09, 0.30], [-0.13, -0.61, -0.31], [0.50, -0.84, -0.16], [0.27, -0.19, -0.06], [0.26, -0.23, 0.62], [0.45, 0.25, -0.91], [-0.13, 0.51, 0.17], [0.01, 0.47, -0.09], [0.26, 0.22, 0.15], [0.25, 0.18, -0.07], [-0.38, -0.10, 0.14], [-0.05, 0.02, -0.16]],
  "mulliken_charge": [-1.125, 0.174, -0.718, -1.117, 0.978, -1.212, -0.720, -0.145, 2.030, -0.872, 0.538, -1.813, -0.720, 0.094, -0.752, -0.840, -0.698, -0.341, 0.599, -0.573, 0.370, 0.314, 0.314, 0.413, 0.375, 0.531, 0.263, 0.450, 0.383, 0.396, 0.432, 0.357, 0.339, 0.477, 0.398, 0.399, 0.421, 0.299, 0.301]
}

---

> Number 3 is which compound?

C19H19N

---

> Which value of multiplicity does entry 3 give?

1